C20H72N14O16 | ωB97M-V/def2-TZVPD

Cartesian coordinates (Å):
C (-2.39, 11.95, 11.22)
C (-1.19, 12.61, 11.91)
O (-1.44, 12.92, 13.28)
H (-3.12, 12.79, 11.06)
H (-2.89, 11.14, 11.87)
H (-2.11, 11.61, 10.22)
H (-0.92, 13.51, 11.42)
H (-0.29, 12.00, 11.89)
H (-2.23, 13.52, 13.34)
C (-2.13, 11.78, 19.00)
C (-3.40, 11.36, 18.45)
O (-4.27, 11.55, 19.46)
H (-1.80, 11.31, 19.95)
H (-2.18, 12.84, 19.23)
H (-1.27, 11.59, 18.27)
H (-3.33, 10.41, 17.99)
H (-3.54, 11.96, 17.61)
H (-5.11, 11.18, 19.18)
C (-8.16, 12.57, 21.07)
C (-6.92, 11.95, 20.35)
O (-6.99, 12.18, 18.99)
H (-8.31, 11.98, 22.01)
H (-8.93, 12.60, 20.37)
H (-8.10, 13.62, 21.40)
H (-6.94, 10.89, 20.37)
H (-6.00, 12.27, 20.85)
H (-7.61, 11.54, 18.76)
C (-3.89, 14.42, 16.38)
C (-2.47, 14.41, 16.39)
O (-2.11, 15.20, 15.35)
H (-4.34, 14.07, 15.46)
H (-4.22, 15.41, 16.52)
H (-4.43, 13.87, 17.09)
H (-2.14, 13.41, 16.39)
H (-1.99, 14.88, 17.29)
H (-2.39, 16.06, 15.52)
C (-5.04, 14.48, 12.32)
O (-4.22, 13.54, 12.89)
N (-6.34, 14.38, 12.31)
N (-4.66, 15.55, 11.73)
H (-6.89, 13.59, 12.67)
H (-7.05, 15.07, 11.85)
H (-3.66, 15.49, 11.47)
H (-5.31, 16.25, 11.28)
C (-5.65, 10.68, 14.97)
O (-6.15, 9.38, 14.88)
N (-5.59, 11.23, 16.19)
N (-5.39, 11.32, 13.90)
H (-5.84, 10.78, 17.04)
H (-5.55, 12.23, 16.27)
H (-5.52, 10.81, 13.02)
H (-4.97, 12.26, 13.79)
C (-8.07, 13.55, 15.12)
O (-8.37, 13.14, 13.82)
N (-8.99, 13.60, 15.99)
N (-7.00, 14.00, 15.70)
H (-9.88, 13.28, 15.63)
H (-8.76, 14.06, 16.94)
H (-6.16, 14.00, 15.17)
H (-7.01, 14.67, 16.55)
C (-7.23, 8.85, 18.18)
O (-6.02, 9.53, 18.34)
N (-7.90, 8.40, 19.16)
N (-7.83, 8.84, 16.97)
H (-7.35, 8.49, 20.10)
H (-8.69, 7.68, 19.10)
H (-7.27, 9.22, 16.21)
H (-8.75, 8.31, 16.76)
C (-4.79, 10.46, 8.69)
O (-4.39, 11.17, 7.59)
N (-5.20, 9.19, 8.65)
N (-5.11, 11.11, 9.74)
H (-5.26, 8.49, 7.87)
H (-5.64, 8.73, 9.47)
H (-4.95, 12.11, 9.56)
H (-5.55, 10.66, 10.51)
C (-1.14, 10.35, 15.78)
O (-0.03, 11.16, 16.06)
N (-1.35, 9.12, 16.17)
N (-1.95, 10.79, 14.94)
H (-0.83, 8.71, 16.98)
H (-2.32, 8.68, 16.09)
H (-1.77, 11.70, 14.57)
H (-2.78, 10.22, 14.63)
C (-10.19, 11.04, 18.17)
O (-11.23, 11.91, 17.93)
N (-10.10, 10.08, 18.99)
N (-9.13, 11.16, 17.50)
H (-10.95, 9.80, 19.46)
H (-9.29, 9.46, 19.16)
H (-9.12, 11.89, 16.79)
H (-8.57, 10.27, 17.34)
C (-8.47, 11.99, 11.03)
O (-8.23, 11.08, 10.01)
H (-7.72, 11.87, 11.84)
H (-9.39, 11.70, 11.52)
H (-8.57, 13.04, 10.76)
H (-7.30, 11.18, 9.75)
C (-8.67, 9.82, 13.61)
O (-9.40, 10.65, 14.43)
H (-7.80, 10.31, 13.35)
H (-9.18, 9.61, 12.70)
H (-8.55, 8.84, 14.16)
H (-9.02, 11.52, 14.27)
C (-7.46, 6.21, 15.45)
O (-8.68, 6.50, 14.69)
H (-6.73, 6.98, 15.33)
H (-7.11, 5.36, 14.92)
H (-7.72, 6.09, 16.51)
H (-9.36, 6.30, 15.37)
C (-5.10, 8.48, 12.39)
O (-5.94, 9.38, 11.73)
H (-4.62, 7.82, 11.71)
H (-5.79, 7.95, 13.09)
H (-4.35, 9.13, 12.74)
H (-6.66, 8.74, 11.51)
C (-3.73, 7.33, 17.11)
O (-3.81, 8.22, 16.01)
H (-4.01, 6.37, 16.67)
H (-4.36, 7.65, 17.86)
H (-2.74, 7.18, 17.56)
H (-4.72, 8.44, 15.84)

Values from the calculation:
orbital gap: 7.09 eV
LUMO level: -0.7202 eV
highest occupied orbital energy: -7.81 eV